--- A ---
Here is a cluster of 4 separate species, C8H24O4 in total from the Open Molecules 2025 dataset. Energies are from ωB97M-V/def2-TZVPD.

HOMO energy (eV): -9.50
SMILES: CCO.CCO.CCO.CCO
LUMO energy (eV): 0.57

Cartesian coordinates (Å):
1 C 0.972 -0.703 -1.494
2 C -0.227 0.174 -1.788
3 O -1.200 0.090 -0.738
4 H 1.516 -0.368 -0.605
5 H 1.688 -0.705 -2.319
6 H 0.684 -1.740 -1.308
7 H -0.666 -0.188 -2.724
8 H 0.067 1.216 -1.866
9 H -1.681 -0.740 -0.824
10 C -0.479 4.730 0.546
11 C -1.033 3.332 0.728
12 O -1.685 2.911 -0.470
13 H 0.115 5.044 1.407
14 H -1.256 5.483 0.397
15 H 0.168 4.783 -0.334
16 H -1.762 3.328 1.543
17 H -0.211 2.652 0.960
18 H -1.521 1.967 -0.564
19 C 4.672 -1.181 -0.773
20 C 4.817 -0.022 0.230
21 O 3.694 0.136 1.082
22 H 4.023 -1.953 -0.349
23 H 5.645 -1.617 -0.983
24 H 4.185 -0.846 -1.687
25 H 4.909 0.932 -0.291
26 H 5.732 -0.144 0.821
27 H 3.463 -0.730 1.431
28 C -4.177 -2.348 1.916
29 C -3.805 -3.341 0.829
30 O -2.779 -2.773 0.000
31 H -5.116 -2.664 2.378
32 H -4.346 -1.356 1.499
33 H -3.421 -2.310 2.698
34 H -4.684 -3.560 0.215
35 H -3.477 -4.277 1.291
36 H -2.824 -3.213 -0.854

Atomic partial charges in e from the Mulliken method, atoms 1 to 2: atom 1 (C): -0.88, atom 2 (C): -0.20

--- B ---
Here is a cluster of 4 separate species, C8H24O4 in total from the Open Molecules 2025 dataset. Energies are from ωB97M-V/def2-TZVPD.

HOMO energy (eV): -9.80
SMILES: CCO.CCO.CCO.CCO
LUMO energy (eV): 0.57

Cartesian coordinates (Å):
1 C -0.316 0.391 3.900
2 C -1.372 -0.725 3.671
3 O -1.282 -1.228 2.298
4 H -0.227 0.494 5.045
5 H -0.510 1.186 3.241
6 H 0.868 0.253 3.585
7 H -2.366 -0.603 3.764
8 H -1.098 -1.637 4.245
9 H -1.917 -2.046 2.341
10 C -0.910 2.008 0.346
11 C 0.087 0.869 -0.028
12 O -0.481 -0.385 -0.305
13 H -1.179 1.922 1.366
14 H -1.702 2.363 -0.312
15 H -0.372 3.027 0.598
16 H 0.944 0.543 0.599
17 H 0.503 1.056 -0.989
18 H -0.415 -0.912 0.492
19 C -3.001 2.104 -3.273
20 C -2.150 0.946 -3.381
21 O -2.614 -0.107 -2.484
22 H -2.690 2.790 -4.151
23 H -2.556 2.741 -2.413
24 H -4.051 1.894 -3.269
25 H -1.213 1.018 -3.008
26 H -2.044 0.488 -4.398
27 H -2.052 -0.236 -1.855
28 C 3.164 -1.253 -0.506
29 C 3.851 -2.496 -0.665
30 O 5.214 -2.183 -0.677
31 H 1.982 -1.331 -0.666
32 H 3.673 -0.716 -1.369
33 H 3.428 -0.885 0.533
34 H 3.542 -3.183 -1.505
35 H 3.480 -3.222 -0.006
36 H 5.775 -2.958 -0.774

Atomic partial charges in e from the Mulliken method, atoms 1 to 2: atom 1 (C): -0.76, atom 2 (C): -0.27

Referenced to the most stable arrangement, the calculated values in kcal/mol are A 0.0; B 96.4.

--- A ---
Here is a cluster of 13 separate species, C13H52N6O13 in total from the Open Molecules 2025 dataset. Energies are from ωB97M-V/def2-TZVPD.

HOMO energy (eV): -9.35
LUMO energy (eV): 0.22

Cartesian coordinates (Å):
1 C -10.576 -0.289 -12.549
2 O -9.233 -0.489 -12.902
3 H -11.187 0.056 -13.383
4 H -11.016 -1.216 -12.183
5 H -10.636 0.501 -11.800
6 H -8.752 -0.789 -12.127
7 C -13.417 1.191 -10.138
8 O -14.379 0.649 -9.285
9 H -13.434 0.759 -11.138
10 H -13.800 2.192 -10.337
11 H -12.444 1.110 -9.654
12 H -14.093 0.730 -8.372
13 C -13.019 -2.616 -10.256
14 O -14.032 -2.583 -9.251
15 H -13.192 -3.309 -11.079
16 H -13.006 -1.641 -10.744
17 H -12.138 -2.950 -9.707
18 H -14.094 -1.669 -8.963
19 C -16.926 -0.563 -7.141
20 O -16.606 0.755 -6.753
21 H -16.461 -1.302 -6.488
22 H -17.996 -0.767 -7.099
23 H -16.448 -0.832 -8.083
24 H -17.079 1.349 -7.341
25 C -12.832 -4.356 -6.478
26 O -11.619 -5.210 -6.483
27 H -13.239 -4.104 -7.457
28 H -13.491 -4.620 -5.651
29 H -12.428 -3.412 -6.114
30 H -10.816 -4.689 -6.550
31 C -13.404 -0.144 -6.119
32 O -13.246 0.978 -6.891
33 H -14.409 -0.533 -6.283
34 H -12.607 -0.875 -6.259
35 H -13.414 0.133 -5.065
36 H -12.316 1.036 -7.122
37 C -14.350 -3.404 -14.294
38 O -13.314 -2.515 -13.802
39 H -14.762 -2.926 -15.182
40 H -13.916 -4.355 -14.605
41 H -15.199 -3.485 -13.615
42 H -13.376 -1.673 -14.259
43 C -13.776 -6.797 -10.354
44 O -14.963 -7.452 -9.860
45 H -12.944 -7.473 -10.158
46 H -13.872 -6.774 -11.440
47 H -13.676 -5.812 -9.899
48 H -15.141 -8.284 -10.304
49 C -8.010 -3.554 -11.657
50 O -8.930 -2.781 -10.909
51 H -7.315 -3.987 -10.937
52 H -8.454 -4.344 -12.262
53 H -7.285 -3.032 -12.283
54 H -9.568 -3.434 -10.612
55 C -9.745 -2.847 -7.692
56 O -9.243 -3.500 -6.535
57 H -10.505 -3.513 -8.101
58 H -10.163 -1.879 -7.417
59 H -8.901 -2.545 -8.310
60 H -8.317 -3.257 -6.469
61 C -11.099 -5.606 -13.851
62 O -10.233 -6.482 -13.600
63 N -11.830 -5.570 -14.901
64 N -11.315 -4.547 -13.123
65 H -11.839 -6.246 -15.651
66 H -12.202 -4.635 -14.988
67 H -12.184 -4.040 -13.208
68 H -10.873 -4.500 -12.216
69 C -10.414 -6.041 -10.060
70 O -10.469 -4.868 -10.307
71 N -10.626 -6.545 -8.924
72 N -10.135 -6.880 -10.932
73 H -10.779 -5.887 -8.174
74 H -10.589 -7.504 -8.610
75 H -10.328 -7.832 -10.657
76 H -10.210 -6.666 -11.917
77 C -16.526 -4.743 -7.236
78 O -16.789 -3.646 -6.711
79 N -15.691 -4.956 -8.233
80 N -17.025 -5.877 -6.867
81 H -15.520 -5.854 -8.663
82 H -15.077 -4.225 -8.563
83 H -16.749 -6.758 -7.275
84 H -17.724 -5.911 -6.138

Atomic partial charges in e from the Mulliken method, atoms 1 to 2: atom 1 (C): -0.26, atom 2 (O): -0.59

--- B ---
Here is a cluster of 13 separate species, C13H52N6O13 in total from the Open Molecules 2025 dataset. Energies are from ωB97M-V/def2-TZVPD.

HOMO energy (eV): -8.87
LUMO energy (eV): -0.20

Cartesian coordinates (Å):
1 C 13.188 17.565 10.889
2 O 13.360 18.327 9.747
3 H 13.333 16.551 10.517
4 H 14.026 17.888 11.508
5 H 12.248 17.679 11.428
6 H 14.275 18.555 9.567
7 C 11.791 20.989 10.078
8 O 10.986 19.881 9.779
9 H 11.306 21.948 9.896
10 H 11.830 20.829 11.156
11 H 12.730 20.838 9.547
12 H 11.609 19.295 9.344
13 C 12.511 24.520 10.054
14 O 11.632 25.131 9.209
15 H 13.466 24.128 9.706
16 H 12.798 25.194 10.862
17 H 12.065 23.702 10.620
18 H 11.011 25.639 9.737
19 C 16.593 17.614 12.327
20 O 18.002 17.552 12.340
21 H 16.308 17.278 13.324
22 H 16.132 18.588 12.161
23 H 16.112 16.910 11.648
24 H 18.299 17.831 13.210
25 C 15.319 24.693 7.488
26 O 15.937 25.922 7.270
27 H 15.384 24.322 8.510
28 H 14.254 24.836 7.303
29 H 15.672 23.927 6.798
30 H 16.832 25.618 7.100
31 C 17.744 21.049 7.086
32 O 18.746 20.302 6.561
33 H 17.022 20.329 7.472
34 H 18.005 21.620 7.977
35 H 17.257 21.701 6.361
36 H 19.316 20.085 7.303
37 C 13.635 20.064 13.503
38 O 12.738 21.028 14.011
39 H 14.391 20.483 12.839
40 H 14.099 19.402 14.234
41 H 13.036 19.564 12.742
42 H 11.963 20.615 14.398
43 C 17.368 20.070 15.235
44 O 18.004 19.004 14.745
45 H 18.033 20.428 16.020
46 H 17.288 20.803 14.432
47 H 16.422 19.766 15.684
48 H 18.444 18.696 15.540
49 C 15.755 26.019 11.131
50 O 15.599 24.650 11.086
51 H 16.314 26.217 12.046
52 H 16.475 26.390 10.402
53 H 14.814 26.563 11.217
54 H 16.445 24.283 10.819
55 C 12.375 22.809 6.334
56 O 13.076 21.728 6.820
57 H 11.394 22.541 5.940
58 H 12.230 23.500 7.164
59 H 12.896 23.319 5.524
60 H 13.422 21.404 5.985
61 C 19.144 23.294 10.258
62 O 18.142 23.968 10.182
63 N 20.190 23.463 9.515
64 N 19.496 22.459 11.187
65 H 20.166 24.116 8.744
66 H 20.892 22.737 9.525
67 H 20.454 22.153 11.286
68 H 18.873 22.329 11.972
69 C 15.915 20.727 10.151
70 O 15.787 19.629 9.635
71 N 16.610 21.100 11.138
72 N 15.219 21.729 9.753
73 H 16.441 21.992 11.581
74 H 17.151 20.340 11.524
75 H 15.370 22.644 10.152
76 H 14.756 21.574 8.869
77 C 19.693 18.983 9.544
78 O 20.194 19.579 8.619
79 N 19.053 17.900 9.380
80 N 19.515 19.449 10.756
81 H 19.208 17.466 8.481
82 H 18.743 17.400 10.202
83 H 19.608 20.408 11.059
84 H 18.966 18.774 11.268

Atomic partial charges in e from the Mulliken method, atoms 1 to 2: atom 1 (C): -0.21, atom 2 (O): -0.46

Referenced to the most stable arrangement, the calculated values in kcal/mol are A 0.0; B 31.3.

--- A ---
Here is a cluster of 2 separate species, C5H6O2S in total from the Open Molecules 2025 dataset. Energies are from ωB97M-V/def2-TZVPD.

HOMO energy (eV): -8.25
LUMO energy (eV): 0.42

Cartesian coordinates (Å):
1 C 1.704 0.039 0.184
2 C 2.865 -0.007 0.027
3 C -1.798 0.708 0.144
4 C -1.943 -0.572 -0.750
5 C 0.299 -0.033 0.312
6 O -0.476 1.063 0.056
7 O 4.084 -0.136 -0.456
8 S -0.447 -1.555 -0.351
9 H -2.459 1.568 -0.132
10 H -1.861 0.331 1.220
11 H -2.911 -1.205 -0.472
12 H -1.938 -0.397 -1.948
13 H 0.122 -0.038 2.036
14 H 4.761 0.233 0.131

Atomic partial charges in e from the Mulliken method, atoms 1 to 2: atom 1 (C): -1.77, atom 2 (C): 1.90

--- B ---
Here is an isolated molecule of C5H6O2S from the Open Molecules 2025 dataset. Energies are from ωB97M-V/def2-TZVPD.

HOMO energy (eV): -9.67
SMILES: O=C1O[C@H]2CC[C@H]2S1
LUMO energy (eV): 0.60

Cartesian coordinates (Å):
1 O -2.873 -1.702 -0.301
2 C -1.768 -1.306 -0.075
3 O -0.911 -0.928 -1.047
4 C 0.415 -0.588 -0.613
5 C 0.718 0.902 -0.841
6 C 0.386 1.188 0.651
7 C 0.403 -0.336 0.914
8 S -1.077 -1.123 1.571
9 H 1.101 -1.300 -0.990
10 H 0.066 1.406 -1.579
11 H 1.767 1.051 -1.093
12 H -0.630 1.647 0.788
13 H 1.118 1.764 1.188
14 H 1.285 -0.675 1.425

Atomic partial charges in e from the Mulliken method, atoms 1 to 2: atom 1 (O): -0.50, atom 2 (C): 0.61

Referenced to the most stable arrangement, the calculated values in kcal/mol are A 124.8; B 0.0.

--- A ---
Here is an isolated molecule of C5H6O2S from the Open Molecules 2025 dataset. Energies are from ωB97M-V/def2-TZVPD.

HOMO energy (eV): -8.63
SMILES: OC(=S)[C@H]1C=COC1
LUMO energy (eV): -0.01

Cartesian coordinates (Å):
1 O -0.283 -0.992 1.685
2 C 0.491 0.138 1.482
3 S 1.473 0.377 2.796
4 C 0.395 0.619 -0.025
5 C 1.017 -0.332 -1.085
6 C -0.094 -0.592 -1.866
7 O -1.223 -0.057 -1.504
8 C -1.072 0.678 -0.320
9 H -0.239 -1.205 2.741
10 H 1.009 1.587 0.093
11 H 1.963 -0.993 -1.337
12 H -0.234 -1.406 -2.562
13 H -1.768 0.412 0.481
14 H -1.434 1.767 -0.579

Atomic partial charges in e from the Mulliken method, atoms 1 to 2: atom 1 (O): -0.44, atom 2 (C): 0.00

--- B ---
Here is an isolated molecule of C5H6O2S from the Open Molecules 2025 dataset. Energies are from ωB97M-V/def2-TZVPD.

HOMO energy (eV): -8.57
SMILES: O=CO[C@H]1CCC1=S
LUMO energy (eV): -0.32

Cartesian coordinates (Å):
1 O 0.315 1.646 -0.438
2 C -0.154 1.247 -1.561
3 O -0.625 -0.088 -1.766
4 C -0.462 -0.806 -0.475
5 C 1.016 -0.758 -0.055
6 C 0.412 -0.346 1.566
7 C -0.905 0.043 0.789
8 S -2.309 0.914 1.197
9 H -0.456 2.115 -2.469
10 H -0.939 -1.781 -0.707
11 H 1.426 -1.671 0.037
12 H 1.653 0.119 -0.424
13 H 0.110 -1.070 2.314
14 H 0.918 0.436 1.994

Atomic partial charges in e from the Mulliken method, atoms 1 to 2: atom 1 (O): -0.46, atom 2 (C): 0.23

Referenced to the most stable arrangement, the calculated values in kcal/mol are A 0.0; B 25.9.

--- A ---
Here is a structure of composition C3H4OS from the Open Molecules 2025 dataset. Energies are from ωB97M-V/def2-TZVPD.

HOMO energy (spin up / spin down) (eV): -8.27 / -8.99
Spin multiplicity: 3
LUMO energy (spin up / spin down) (eV): -0.04 / -1.22
⟨S²⟩: 2.053

Cartesian coordinates (Å):
1 C 1.149 -0.471 0.691
2 C 0.067 -0.771 -0.156
3 C 0.244 0.623 0.423
4 O 3.937 0.897 -0.130
5 S 3.471 -0.472 -0.012
6 H 0.095 -1.016 -1.180
7 H -0.754 -1.310 0.298
8 H -0.366 1.006 1.096
9 H 0.618 1.249 -0.353

Atomic partial charges in e from the Mulliken method, atoms 1 to 2: atom 1 (C): -0.02, atom 2 (C): -0.43

--- B ---
Here is an isolated molecule of C3H4OS from the Open Molecules 2025 dataset. Energies are from ωB97M-V/def2-TZVPD.

HOMO energy (spin up / spin down) (eV): -5.38 / -10.75
Spin multiplicity: 3
LUMO energy (spin up / spin down) (eV): 0.77 / -1.79
⟨S²⟩: 2.007

Cartesian coordinates (Å):
1 C 0.905 1.507 0.291
2 C 0.221 0.453 0.031
3 C -0.692 -0.664 0.320
4 O -0.449 -1.705 -0.555
5 S 0.778 1.142 -1.539
6 H 1.457 1.874 1.134
7 H 0.037 -1.298 -1.241
8 H -1.592 -0.255 0.111
9 H -0.665 -1.054 1.448

Atomic partial charges in e from the Mulliken method, atoms 1 to 2: atom 1 (C): -0.76, atom 2 (C): 0.21

Referenced to the most stable arrangement, the calculated values in kcal/mol are A 0.0; B 2.6.